Here is a structure of composition C36H32N2O3PPt from the Open Molecules 2025 dataset. Energies are from the ωB97M-V functional and the def2-TZVPD basis.

- Strongest force on any atom: 0.81 eV Å⁻¹
- Charge: -1
- Lowest unoccupied orbital energy: 2.61 eV
- M: 766.72 g mol⁻¹
- Energy relative to the best compared isomer or geometry (same formula, charge and spin): 0.961 eV
- Kohn-Sham gap: 5.749 eV
- 2S+1: 1
- Calculated total energy: -59509.8753 eV

Each line ends with the Mulliken charge.
Cartesian coordinates (Å):
Pt 1.61197 -0.55334 0.05174  0.48
C 5.71433 -1.54742 -0.78954  -0.61
O 6.13749 -2.13597 0.44093  -0.52
C 5.46809 -1.88761 1.60925  0.39
C 6.23381 -1.91021 2.74744  -0.51
C 5.67923 -1.68768 4.01828  -0.66
C 4.33565 -1.43306 4.10175  -0.98
C 3.51145 -1.42223 2.95982  0.53
C 2.10625 -1.16163 3.21067  -0.31
N 1.17992 -1.22124 2.32813  -0.05
N -0.06490 -0.79719 2.80975  -0.45
C -1.07050 -1.38812 2.31116  -0.09
O -1.05267 -2.55071 1.61107  -0.48
C -2.44038 -0.84282 2.62234  0.62
C -3.57934 -1.58538 2.35441  -0.08
C -4.84306 -1.05135 2.58838  -0.73
C -4.97179 0.23133 3.09653  -0.37
C -3.83052 0.97382 3.38052  -0.73
C -2.57363 0.43917 3.14585  -0.20
C 4.04695 -1.65141 1.65831  0.80
O 3.37886 -1.68316 0.55959  -1.03
H 6.54427 -1.72338 -1.47389  0.27
H 5.55190 -0.47391 -0.67809  0.28
H 4.80016 -1.99112 -1.16798  0.21
H 7.29591 -2.09322 2.62806  0.40
H 6.30338 -1.70289 4.90212  0.35
H 3.87366 -1.25042 5.06676  0.31
H 1.83889 -0.88806 4.23647  0.26
H -3.47334 -2.58841 1.96807  0.45
H -5.72315 -1.64167 2.36467  0.39
H -5.95406 0.65436 3.26762  0.39
H -3.91810 1.97966 3.77201  0.39
H -1.67764 1.01241 3.34731  0.43
C -1.52830 3.12583 -2.52184  -1.92
C -1.13696 3.14812 -1.05918  1.57
C -1.42274 4.32866 -0.37083  -0.88
C -1.09607 4.50234 0.96370  -0.72
C -0.45787 3.48251 1.64913  -0.79
C -0.15599 2.30527 0.98278  -1.14
C -0.49089 2.10691 -0.36065  0.52
P 0.01014 0.42186 -0.95553  0.99
C 0.43580 0.71763 -2.74388  0.23
C 1.31594 1.79037 -2.93044  -0.88
C 1.86153 2.08232 -4.16325  -0.76
C 1.56064 1.27843 -5.25847  -0.72
C 0.70234 0.21089 -5.08434  -0.77
C 0.11903 -0.08342 -3.84700  1.15
C -0.78428 -1.28844 -3.77611  -1.13
C -1.66288 -0.43137 -0.92375  1.30
C -2.80333 0.27356 -1.30876  -1.12
C -4.03084 -0.34348 -1.51260  -0.74
C -4.13933 -1.70979 -1.33387  -0.89
C -3.04739 -2.40615 -0.84451  -0.73
C -1.82635 -1.78524 -0.58080  1.43
C -0.82648 -2.62276 0.18191  -1.16
H -2.46264 3.67440 -2.66225  0.51
H -1.65202 2.12929 -2.92971  0.26
H -0.75837 3.61080 -3.12576  0.40
H -1.92014 5.13094 -0.90605  0.42
H -1.34298 5.43137 1.46384  0.37
H -0.18377 3.60241 2.68984  0.44
H 0.36389 1.50173 1.49455  0.36
H 1.59380 2.39222 -2.07195  0.56
H 2.53765 2.92248 -4.26679  0.42
H 2.00364 1.47298 -6.22727  0.38
H 0.46907 -0.43114 -5.92724  0.33
H -0.92044 -1.71075 -4.77250  0.44
H -1.76855 -1.05256 -3.37361  0.18
H -0.35817 -2.06644 -3.13774  0.19
H -2.73671 1.33752 -1.46473  0.21
H -4.88567 0.24288 -1.82648  0.42
H -5.07375 -2.22185 -1.52971  0.37
H -3.14512 -3.46147 -0.61297  0.37
H 0.20870 -2.35866 -0.04082  -0.19
H -1.00325 -3.67734 -0.02386  0.56